# 1
Molecular formula: C4H7N2O2
Method: DFT, ωB97M-V with the def2-TZVPD basis set

Each line ends with the Löwdin charge.
Atoms and positions in Å:
N 0.621 -1.143 1.053  -0.019
N -0.227 -1.007 -0.104  -0.129
C -1.875 -1.312 0.127  -0.701
O -2.135 -1.517 1.298  -0.041
O -2.475 -1.371 -0.928  -0.030
C 0.030 0.278 -0.681  -0.321
C 0.311 1.518 0.106  -0.199
C 1.369 1.150 -0.837  -0.162
H 0.032 -1.000 1.900  0.064
H 0.831 -2.129 1.187  0.054
H -0.437 0.412 -1.762  0.158
H 0.516 1.345 1.203  0.106
H -0.208 2.436 -0.166  0.082
H 1.322 1.715 -1.731  0.054
H 2.322 0.626 -0.665  0.084

The calculation puts the HOMO-LUMO gap at 7.70 eV. As for the spin multiplicity: 1. For the molar mass, the calculation gives 115.11 u. As for the total charge: -1. For the total energy, the calculation gives -416.5814 Eh. The strongest force on any atom comes out at 3.6 eV Å⁻¹. The structure (SMILES) is NN(C(=O)[O-])C1CC1.

---

# 2
Molecular formula: C6H11BNO3
Method: DFT, ωB97M-V with the def2-TZVPD basis set

Each line ends with the Löwdin charge.
Atoms and positions in Å:
B -1.139 -0.015 1.888  -0.740
C 0.306 -1.841 0.408  -0.052
C 0.753 -1.982 -1.036  -0.147
C -0.170 -0.764 0.961  0.268
C -0.162 1.126 -0.756  -0.181
C 1.005 -3.163 -1.605  0.056
C 1.759 2.476 -0.102  0.077
N -1.202 1.154 -1.503  0.178
O -0.649 0.997 2.615  0.167
O -2.474 -0.360 1.792  0.150
O 0.525 2.216 -0.940  -0.053
H 0.183 -2.796 0.834  0.130
H 0.900 -0.960 -1.336  0.067
H 1.610 -3.266 -2.621  0.130
H 0.665 -4.041 -1.128  0.053
H 2.390 1.687 -0.258  0.072
H 1.347 2.635 0.878  0.092
H 2.020 3.458 -0.335  0.082
H -1.926 0.430 -1.507  0.142
H -1.393 1.879 -2.216  0.159
H -1.255 1.327 3.386  0.187
H -3.093 -0.196 2.580  0.165

The calculation puts the HOMO-LUMO gap at 8.20 eV. As for the spin multiplicity: 1. For the molar mass, the calculation gives 155.97 u. As for the total charge: +1. For the total energy, the calculation gives -540.2215 Eh. The strongest force on any atom comes out at 4.2 eV Å⁻¹.

---

# 3
Molecular formula: C3H5N3O
Method: DFT, ωB97M-V with the def2-TZVPD basis set

Each line ends with the Löwdin charge.
Atoms and positions in Å:
C -0.615 0.238 -0.962  -0.073
N 1.211 -1.327 -0.317  0.013
C -1.387 -0.325 0.136  -0.429
N 1.665 -0.249 0.265  -0.079
C -0.986 1.057 0.481  -0.056
N 0.164 1.214 -0.257  0.010
O -2.179 -1.193 0.412  0.061
H 0.666 -1.854 0.366  0.049
H -0.942 0.392 -1.984  0.129
H 1.650 -0.102 1.270  0.130
H 2.366 0.272 -0.241  0.118
H -1.614 1.877 0.829  0.128

The calculation puts the HOMO-LUMO gap (alpha / beta) at 8.11 / 7.93 eV. As for the spin multiplicity: 1. For the molar mass, the calculation gives 99.09 u. For the total energy, the calculation gives -356.5938 Eh. The strongest force on any atom comes out at 0.4 eV Å⁻¹.

---

# 4
Molecular formula: C6H11N2
Method: DFT, ωB97M-V with the def2-TZVPD basis set

Each line ends with the Löwdin charge.
Atoms and positions in Å:
H 2.958 -2.039 0.693  0.076
N 2.595 -1.098 0.639  0.157
C 1.858 -1.047 -0.352  -0.290
C 0.997 -1.254 -1.576  0.080
C 1.187 0.202 -0.979  -0.094
C -0.182 -0.344 -1.001  -0.121
C -1.070 -0.087 0.426  -0.261
C -1.941 1.109 0.146  -0.072
N -0.172 0.390 1.533  0.213
H 0.982 -1.634 -2.484  0.077
H 1.661 1.098 -1.438  0.153
H -0.942 -0.059 -1.720  0.125
H -1.785 -0.892 0.567  0.148
H -1.427 1.856 -0.480  0.105
H -2.182 1.479 1.162  0.103
H -2.760 0.725 -0.484  0.108
H -0.404 -0.071 2.407  0.178
H -0.138 1.504 1.518  0.238
H 0.764 0.161 1.423  0.075

The calculation puts the HOMO-LUMO gap at 10.45 eV. As for the spin multiplicity: 1. For the molar mass, the calculation gives 111.17 u. As for the total charge: +1. For the total energy, the calculation gives -344.3124 Eh. The strongest force on any atom comes out at 8.2 eV Å⁻¹. The structure (SMILES) is [H]/N=C1\[C@@H]2[C@H]1[C@@H]2[C@H](C)[NH3+].